# 1
ORCA calculation (wB97M-V/def2-TZVPD) on a cluster of 3 separate species, C3H8N2O2 in total.

## Properties
Energy above the lowest of the compared OMol25 structures with the same formula, charge and spin: 278.3 kJ/mol
Gap between HOMO and LUMO: 9.11 eV
DFT total energy: -379.03502 Eh
Total charge: 0
HOMO level: -8.43 eV
E_LUMO: 0.68 eV
SMILES: c1c[nH]cn1.O.O
F_max: 4.99 eV/Å

Element x y z (Å)
C: -0.67371 0.32196 -0.70247
C: -1.31592 -0.15195 -1.86916
N: -0.98517 -1.52744 -1.96027
C: -0.18543 -1.76298 -0.84187
N: -0.21938 -0.71067 -0.04380
H: -0.51427 1.34046 -0.32788
H: -1.80622 0.49097 -2.67728
H: -1.26103 -2.47768 -2.60778
H: 0.57973 -2.50939 -0.88092
O: -1.57851 2.08300 1.70798
H: -1.47503 2.53664 2.52878
H: -1.63790 1.15884 1.89245
O: 4.05314 0.27309 1.87228
H: 3.66947 1.10778 1.57697
H: 3.35024 -0.17261 2.33297

Atomic forces in eV per Å
C -2.8 0.6 -2.4
C 0.1 1.2 -1.1
N 0.3 -2.2 -0.9
C -1.9 1.2 -0.6
N 3.9 -2.2 1.1
H -0.7 -0.5 -0.3
H 0.6 -1.6 1.3
H 0.8 4.5 2.1
H -0.4 -0.9 0.7
O -0.1 0.7 -1.1
H 0.1 0.3 0.9
H 0.0 -0.9 0.3
O 0.4 0.4 -0.3
H 0.0 -0.2 0.0
H -0.5 -0.3 0.2

Atom charges from the natural (NBO) analysis, given in e for atoms 1 to 4: -0.0885, -0.1254, -0.5608, 0.1399



# 2
ORCA calculation (wB97M-V/def2-TZVPD) on an isolated molecule of C3H8N2O2.

## Properties
Energy above the lowest of the compared OMol25 structures with the same formula, charge and spin: 151.2 kJ/mol
Gap between HOMO and LUMO: 9.90 eV
DFT total energy: -379.08341 Eh
Total charge: 0
HOMO level: -9.35 eV
E_LUMO: 0.56 eV
SMILES: CN[C@@H](O)NC=O
F_max: 2.25 eV/Å

Element x y z (Å)
C: 1.57311 0.06847 -0.76705
N: 0.90485 -0.80474 0.19129
C: -0.21954 -0.33257 0.86299
O: 0.30856 0.72744 1.85241
N: -1.29720 0.18859 0.06270
C: -1.62177 -0.02059 -1.24143
O: -1.04862 -0.70398 -2.04362
H: 1.02767 0.07176 -1.71050
H: 2.56285 -0.32789 -0.94301
H: 1.67676 1.09593 -0.39119
H: 1.56350 -1.07308 0.92296
H: -0.59553 -1.11151 1.54521
H: -0.31909 0.97084 2.53687
H: -1.94780 0.74512 0.60222
H: -2.56774 0.50621 -1.47985

Atomic forces in eV per Å
C -0.3 0.5 0.1
N 0.3 -0.5 0.0
C 0.6 0.5 2.1
O -0.5 -0.5 -1.5
N 0.4 0.6 0.6
C -0.7 0.0 0.1
O 0.2 -0.2 -0.3
H 0.1 0.0 0.1
H 0.2 -0.1 -0.1
H 0.0 -0.1 -0.1
H -0.3 -0.1 -0.4
H 0.0 0.1 -0.3
H -0.4 -0.2 0.0
H 0.1 -0.1 -0.3
H 0.1 0.0 0.0

Atom charges from the natural (NBO) analysis, given in e for atoms 1 to 4: -0.4328, -0.6144, 0.4106, -0.7874



# 3
ORCA calculation (wB97M-V/def2-TZVPD) on a cluster of 3 separate species, C3H8N2O2 in total.

## Properties
Energy above the lowest of the compared OMol25 structures with the same formula, charge and spin: 180.1 kJ/mol
Gap between HOMO and LUMO: 9.57 eV
DFT total energy: -379.07241 Eh
Total charge: 0
HOMO level: -8.81 eV
E_LUMO: 0.76 eV
SMILES: c1c[nH]cn1.O.O
F_max: 2.53 eV/Å

Element x y z (Å)
C: 0.95150 0.80678 1.65740
C: -0.10117 1.38536 2.31025
N: -1.13999 1.30476 1.39098
C: -0.68800 0.61377 0.32211
N: 0.62668 0.48365 0.34530
H: 2.01833 0.68989 1.78699
H: -0.39043 2.02061 3.13480
H: -2.10643 1.56802 1.41650
H: -1.37681 0.36245 -0.46827
O: 1.38531 -2.34091 -1.11746
H: 2.29596 -2.49050 -0.91829
H: 1.28284 -2.59544 -2.03526
O: -0.98284 -0.36207 -2.92885
H: -0.16500 -0.54185 -2.45597
H: -1.60996 -0.90452 -2.44024

Atomic forces in eV per Å
C 1.1 0.9 -1.4
C -1.3 0.7 -0.6
N 0.1 -1.4 -0.5
C 0.7 1.3 -0.8
N -1.7 -1.5 1.1
H -0.2 0.3 1.1
H 1.0 -0.5 0.5
H 0.0 0.2 0.8
H 0.3 0.1 -0.3
O -1.1 0.1 -0.2
H 0.9 -0.1 0.2
H 0.0 -0.2 -0.2
O -0.1 -0.2 0.2
H 0.4 0.2 0.1
H -0.2 0.0 -0.2

Atom charges from the natural (NBO) analysis, given in e for atoms 1 to 4: -0.1080, -0.1314, -0.5238, 0.1648



# 4
ORCA calculation (wB97M-V/def2-TZVPD) on an isolated molecule of C3H8N2O2.

## Properties
Energy above the lowest of the compared OMol25 structures with the same formula, charge and spin: 186.3 kJ/mol
Gap between HOMO and LUMO: 10.46 eV
DFT total energy: -379.07007 Eh
Total charge: 0
HOMO level: -9.78 eV
E_LUMO: 0.68 eV
SMILES: NC(=O)[C@@H](N)CO
F_max: 4.98 eV/Å

Element x y z (Å)
N: 2.15921 1.07754 0.13065
C: 1.41669 0.12598 -0.54819
O: 1.94885 -0.72754 -1.27958
C: 0.00222 -0.08208 0.07857
N: -0.68567 1.28241 0.13297
C: -1.02751 -1.05459 -0.51275
O: -2.20204 -1.04798 0.41380
H: 3.12388 0.81520 0.32648
H: 1.84546 1.87007 0.69055
H: 0.13445 -0.55526 1.08271
H: -0.34616 1.78623 0.92723
H: -1.54812 1.13528 0.45515
H: -0.58391 -2.13393 -0.43576
H: -1.36555 -0.90067 -1.52110
H: -2.87179 -1.59067 0.05926

Atomic forces in eV per Å
N 0.7 0.1 0.0
C 0.4 -2.8 0.7
O -1.1 2.1 1.2
C -1.5 1.4 -0.1
N 4.5 -0.6 -1.1
C 0.3 -2.7 1.3
O 2.6 1.5 -0.2
H -0.4 0.2 -0.6
H -0.4 -0.8 -0.5
H 0.4 0.7 -0.4
H 0.9 0.6 0.4
H -4.7 -1.1 1.0
H -0.6 1.9 -0.4
H 0.0 0.5 -0.4
H -1.1 -1.0 -0.8

Atom charges from the natural (NBO) analysis, given in e for atoms 1 to 4: -0.8522, 0.6853, -0.5883, -0.1660



# 5
ORCA calculation (wB97M-V/def2-TZVPD) on a structure of composition C3H8N2O2.

## Properties
Energy above the lowest of the compared OMol25 structures with the same formula, charge and spin: 562.4 kJ/mol
Gap between HOMO and LUMO: 9.34 eV
DFT total energy: -378.92681 Eh
Total charge: 0
HOMO level: -9.08 eV
E_LUMO: 0.26 eV
F_max: 3.66 eV/Å

Element x y z (Å)
C: 0.96796 -0.38889 -1.46549
C: 0.69716 1.02772 0.93896
N: 0.18573 -0.17445 0.29675
C: -1.46670 0.12468 -0.28121
O: -1.21458 0.28999 -1.48809
O: 0.12801 -1.22665 1.24023
N: -2.50981 -0.00102 0.40378
H: -0.39838 -1.90449 0.78619
H: -2.37107 -0.36196 1.34040
H: 0.83242 0.30407 -2.28711
H: 0.70881 -1.41601 -1.68460
H: 1.96006 -0.26114 -1.04932
H: 0.47818 1.86355 0.27258
H: 1.77655 0.95156 1.06465
H: 0.22566 1.17305 1.91226

Atomic forces in eV per Å
C 0.8 -0.4 2.6
C 0.4 -0.2 0.0
N -2.1 0.3 -1.8
C 1.0 -0.3 -3.5
O -1.1 0.6 1.4
O 1.0 0.2 -0.7
N 0.3 -0.3 1.1
H 0.0 0.1 0.1
H 0.1 0.3 0.2
H -0.7 0.1 0.6
H 0.0 0.1 0.0
H 0.3 -0.4 -0.1
H -0.1 -0.1 0.1
H 0.1 0.0 0.1
H -0.1 -0.1 -0.1

Atom charges from the natural (NBO) analysis, given in e for atoms 1 to 4: -0.2817, -0.4439, -0.0851, 0.7261



# 6
ORCA calculation (wB97M-V/def2-TZVPD) on a cluster of 2 separate species, C3H8N2O2S in total.

## Properties
Energy above the lowest of the compared OMol25 structures with the same formula, charge and spin: 462.3 kJ/mol
Gap between HOMO and LUMO (spin up / spin down): 7.33 / 7.50 eV
DFT total energy: -777.10316 Eh
Total charge: 0
HOMO level (spin up / spin down): -7.60 / -7.68 eV
E_LUMO (spin up / spin down): -0.27 / -0.19 eV
F_max: 2.28 eV/Å

Element x y z (Å)
C: -1.16080 -0.26065 -0.29033
C: 0.67537 1.23093 -0.42639
C: -0.68826 1.09480 1.59262
N: -0.48237 0.73885 0.34244
N: 1.97481 -1.51943 -0.18559
O: -3.36683 -1.65524 -0.56477
O: -1.34636 -0.34515 -1.74125
S: -2.76788 -0.36081 -0.86116
H: 0.51789 2.29486 -0.56560
H: 1.73097 1.24360 0.03298
H: 0.58701 0.67659 -1.43325
H: 2.76366 -2.05977 -0.40072
H: 0.01793 1.88358 1.85574
H: -1.48430 0.65141 2.28937
H: 1.88934 -1.58391 0.84052
H: 1.13984 -2.02965 -0.48461

Atomic forces in eV per Å
C -0.2 -0.9 -0.2
C 1.1 0.5 -1.5
C 0.0 0.3 0.4
N -0.3 -0.8 0.3
N -1.7 0.4 1.4
O 0.1 0.3 -0.4
O 0.6 0.2 0.6
S -0.7 -0.1 0.7
H -0.4 0.2 -0.4
H -2.0 -1.1 -0.3
H 0.8 1.1 1.7
H 1.3 -1.0 -0.6
H -0.4 -0.4 0.7
H 1.4 0.8 -1.6
H 0.2 0.2 -0.5
H 0.3 0.2 -0.3

Atom charges from the natural (NBO) analysis, given in e for atoms 1 to 4: -0.0950, -0.4387, -0.2036, -0.2701



# 7
ORCA calculation (wB97M-V/def2-TZVPD) on an isolated molecule of C3H8N2O3S.

## Properties
Energy above the lowest of the compared OMol25 structures with the same formula, charge and spin: 183.9 kJ/mol
Gap between HOMO and LUMO: 8.06 eV
DFT total energy: -852.48122 Eh
Total charge: 0
HOMO level: -7.47 eV
E_LUMO: 0.59 eV
SMILES: NS/C=C(/N)C(O)(O)O
F_max: 3.45 eV/Å

Element x y z (Å)
N: 2.56976 1.31215 1.66069
S: 1.29859 0.13882 1.51564
C: 0.44006 0.79221 0.16604
C: -0.41722 0.17102 -0.62487
N: -1.11344 0.71718 -1.72649
C: -1.04342 -1.21416 -0.24971
O: -1.25936 -1.91630 -1.40489
O: -2.28450 -0.89486 0.39292
O: -0.29657 -1.89244 0.61978
H: 2.62586 1.67767 2.57411
H: 3.46016 0.86884 1.49142
H: 0.92995 1.81733 -0.12269
H: -0.49097 1.09012 -2.52015
H: -1.67336 -0.06443 -2.17219
H: -1.86058 -2.71412 -1.10870
H: -2.85456 -0.42584 -0.30858
H: -0.85273 -1.88238 1.41815

Atomic forces in eV per Å
N -0.3 -0.6 -1.1
S 0.9 -0.1 1.0
C 1.8 2.4 -1.3
C -0.9 -1.3 -0.3
N 0.3 -0.2 -2.6
C -0.4 3.3 -1.0
O -2.0 -2.8 0.3
O -1.2 0.3 -1.6
O 0.0 -0.9 1.9
H -0.3 0.6 1.2
H 0.1 -0.2 -0.3
H -1.4 -1.9 0.5
H -1.2 -0.6 1.9
H 1.1 1.4 0.5
H 1.8 2.1 -1.0
H 1.3 -0.9 1.7
H 0.6 -0.3 0.2

Atom charges from the natural (NBO) analysis, given in e for atoms 1 to 4: -0.9705, 0.4207, -0.4497, 0.0673



# 8
ORCA calculation (wB97M-V/def2-TZVPD) on an isolated molecule of C3H8N2O3S.

## Properties
Energy above the lowest of the compared OMol25 structures with the same formula, charge and spin: 402.7 kJ/mol
Gap between HOMO and LUMO: 10.11 eV
DFT total energy: -852.39788 Eh
Total charge: 0
HOMO level: -9.38 eV
E_LUMO: 0.73 eV
SMILES: O=S1(=O)NCCCN1O
F_max: 3.37 eV/Å

Element x y z (Å)
O: 2.73065 -0.35148 -0.77063
S: 1.57199 -0.31508 0.03663
O: 1.67284 -0.40846 1.42820
N: 0.57866 -1.52120 -0.43105
C: -0.67954 -1.41305 0.22948
C: -1.43210 -0.23563 -0.24085
C: -0.74429 1.00772 0.26070
N: 0.47775 1.25924 -0.50970
O: 1.23988 2.34695 -0.08914
H: 0.61700 -1.35046 -1.41385
H: -0.54276 -1.27335 1.26934
H: -1.37444 -2.25702 0.10274
H: -1.82487 -0.31693 -1.20075
H: -2.27758 -0.34076 0.45922
H: -1.47745 1.79084 0.44918
H: -0.33018 0.70504 1.25052
H: 1.79444 2.67364 -0.83003

Atomic forces in eV per Å
O 0.6 0.4 -0.9
S -1.1 1.3 -1.6
O 0.1 0.6 2.6
N 1.7 -0.2 0.1
C -1.7 -1.1 -1.3
C -1.1 0.5 3.2
C 1.0 0.0 1.5
N 1.8 -2.2 -1.2
O -0.2 0.7 0.8
H -0.9 -0.7 -1.2
H 0.5 -0.3 1.0
H 0.9 -0.4 -0.2
H -0.3 0.3 -1.9
H -0.5 0.5 -0.5
H 0.6 0.7 -0.7
H -1.0 0.6 0.1
H -0.8 -0.8 0.2

Atom charges from the natural (NBO) analysis, given in e for atoms 1 to 4: -0.9142, 2.3142, -0.9267, -0.8339